Entry 1:
ORCA calculation (ωB97M-V/def2-TZVPD) on C23H13Cl5CoN5S2 as an isolated structure.

Last column: Löwdin charge in e.
Geometry (Å):
Co: -0.78 -0.68 0.38  0.65
N: 2.95 -2.37 0.13  0.21
C: 3.49 -1.19 0.66  -0.16
C: 4.80 -0.78 0.85  0.01
C: 4.98 0.45 1.43  -0.05
C: 3.88 1.24 1.82  -0.05
C: 2.58 0.82 1.64  -0.01
C: 2.39 -0.42 1.04  -0.19
N: 1.22 -1.13 0.73  0.09
C: 1.62 -2.27 0.20  -0.26
C: 0.63 -3.23 -0.26  -0.29
C: 0.75 -4.54 -0.62  -0.29
S: -0.78 -5.16 -1.05  1.14
C: -1.50 -3.68 -0.67  -0.42
N: -0.66 -2.75 -0.29  -0.04
H: 3.48 -3.15 -0.23  0.18
H: 5.65 -1.40 0.56  0.12
H: 5.98 0.82 1.60  0.12
H: 4.07 2.20 2.29  0.12
H: 1.75 1.43 1.96  0.10
H: 1.63 -5.15 -0.66  0.10
H: -2.57 -3.52 -0.76  0.09
Cl: -3.08 0.43 -2.45  0.88
C: -3.76 0.00 -0.98  -0.65
C: -2.84 -0.44 0.04  -0.21
C: -3.40 -0.75 1.24  -0.67
Cl: -2.24 -1.23 2.46  0.78
C: -4.77 -0.68 1.52  -0.66
Cl: -5.39 -1.07 3.01  0.88
C: -5.66 -0.24 0.45  -0.68
Cl: -7.31 -0.15 0.78  0.84
C: -5.16 0.09 -0.79  -0.71
Cl: -6.18 0.61 -2.04  0.79
N: -1.15 2.23 2.36  0.14
C: -0.61 2.37 1.13  -0.70
N: -0.42 1.37 0.30  0.00
C: 0.17 1.81 -0.89  -0.32
C: 0.49 1.02 -1.99  -0.05
C: 1.07 1.62 -3.10  -0.06
C: 1.34 2.99 -3.11  -0.06
C: 1.01 3.78 -2.03  -0.06
C: 0.43 3.17 -0.93  -0.45
S: -0.08 3.91 0.57  1.16
H: -1.39 1.32 2.71  0.06
H: -1.25 3.01 2.97  0.11
H: 0.29 -0.05 -2.01  0.09
H: 1.33 1.02 -3.96  0.11
H: 1.79 3.44 -3.98  0.12
H: 1.21 4.85 -2.04  0.12

Output
- HOMO (spin up / spin down): -13.73 / -13.72 eV
- Largest force on an atom: 0.51 eV/Å
- Orbital gap (spin up / spin down): 7.66 / 4.15 eV
- Multiplicity: 5
- Energy relative to the best compared isomer or geometry (same formula, charge and spin): 0.0 kcal/mol
- Total charge: +2
- ⟨S²⟩: 6.0275
- E: -5637.66599 Eh

Entry 2:
ORCA calculation (ωB97M-V/def2-TZVPD) on a 9-piece molecular cluster, C38H45N9 overall in a non-equilibrium geometry.

Last column: Löwdin charge in e.
Geometry (Å):
N: -7.61 -9.16 0.19  0.00
C: -6.54 -8.38 -0.22  -0.13
C: -5.76 -8.15 0.90  -0.12
C: -6.32 -8.90 1.94  -0.14
C: -7.47 -9.46 1.52  -0.15
H: -8.32 -9.45 -0.48  0.14
H: -6.46 -8.04 -1.24  0.10
H: -4.96 -7.43 0.91  0.09
H: -5.95 -8.97 2.95  0.09
H: -8.24 -9.97 2.09  0.11
N: 3.37 -7.15 -3.58  0.00
C: 3.21 -8.53 -3.76  -0.12
C: 1.85 -8.81 -3.61  -0.11
C: 1.17 -7.55 -3.52  -0.12
C: 2.12 -6.57 -3.52  -0.16
H: 4.23 -6.64 -3.73  0.14
H: 4.03 -9.23 -3.87  0.10
H: 1.42 -9.80 -3.56  0.09
H: 0.09 -7.46 -3.54  0.09
H: 2.00 -5.50 -3.53  0.10
N: 1.41 1.98 -6.65  0.01
C: 2.67 2.38 -6.73  -0.18
C: 3.51 1.33 -7.06  -0.11
C: 2.70 0.19 -6.98  -0.13
C: 1.42 0.61 -6.74  -0.14
H: 0.59 2.52 -6.42  0.15
H: 2.89 3.43 -6.70  0.11
H: 4.57 1.27 -7.21  0.09
H: 2.97 -0.84 -7.12  0.09
H: 0.51 0.04 -6.61  0.10
N: -3.93 11.16 1.68  -0.01
C: -5.23 11.50 2.04  -0.10
C: -5.69 10.43 2.87  -0.12
C: -4.74 9.44 2.86  -0.15
C: -3.65 9.90 2.16  -0.15
H: -3.38 11.79 1.11  0.14
H: -5.61 12.47 1.74  0.09
H: -6.64 10.29 3.37  0.09
H: -4.83 8.48 3.35  0.10
H: -2.67 9.47 2.06  0.10
N: -0.77 -0.77 0.89  0.01
C: -0.64 0.43 1.47  -0.17
C: -1.37 1.39 0.79  -0.11
C: -1.74 0.79 -0.41  -0.13
C: -1.35 -0.53 -0.35  -0.14
H: -0.42 -1.64 1.26  0.15
H: -0.15 0.44 2.43  0.11
H: -1.52 2.42 1.09  0.09
H: -2.23 1.29 -1.23  0.09
H: -1.35 -1.35 -1.05  0.10
N: 6.86 -1.72 -2.29  -0.02
C: 8.02 -2.05 -2.88  -0.15
C: 8.69 -2.94 -2.02  -0.10
C: 7.83 -3.17 -0.88  -0.11
C: 6.76 -2.33 -1.06  -0.15
H: 6.17 -1.11 -2.72  0.15
H: 8.23 -1.56 -3.82  0.10
H: 9.58 -3.53 -2.18  0.08
H: 8.02 -3.78 -0.01  0.09
H: 5.82 -2.11 -0.59  0.10
N: -1.48 8.47 -7.78  0.00
C: -1.52 9.57 -6.99  -0.15
C: -2.31 9.31 -5.91  -0.13
C: -2.85 8.05 -6.08  -0.12
C: -2.35 7.59 -7.29  -0.17
H: -0.92 8.38 -8.62  0.16
H: -0.90 10.38 -7.34  0.11
H: -2.47 9.96 -5.06  0.10
H: -3.44 7.49 -5.37  0.09
H: -2.49 6.59 -7.67  0.11
N: 0.98 -6.15 6.21  0.04
C: 2.02 -5.46 5.74  -0.18
C: 2.61 -5.69 4.51  -0.07
C: 2.06 -6.73 3.67  -0.05
C: 0.89 -7.37 4.12  -0.07
C: 0.39 -7.06 5.40  -0.14
H: 2.55 -4.81 6.41  0.10
H: 3.50 -5.11 4.29  0.09
H: 2.56 -7.06 2.77  0.09
H: 0.44 -8.20 3.57  0.09
H: -0.51 -7.51 5.81  0.10
N: 1.97 5.53 9.62  0.05
C: 1.32 4.84 10.50  -0.18
C: 0.06 4.35 10.25  -0.08
C: -0.51 4.57 9.02  -0.08
C: 0.18 5.33 8.06  -0.07
C: 1.44 5.75 8.42  -0.15
H: 1.78 4.65 11.45  0.10
H: -0.51 3.74 10.93  0.10
H: -1.45 4.10 8.81  0.10
H: -0.22 5.34 7.06  0.10
H: 1.98 6.32 7.67  0.10

Output
- HOMO: -8.08 eV
- Structure (SMILES): c1cc[nH]c1.c1cc[nH]c1.c1cc[nH]c1.c1cc[nH]c1.c1cc[nH]c1.c1cc[nH]c1.c1cc[nH]c1.c1ccncc1.c1ccncc1
- Largest force on an atom: 3.39 eV/Å
- Orbital gap: 8.30 eV
- Energy relative to the best compared isomer or geometry (same formula, charge and spin): 46.5 kcal/mol
- E: -1967.62760 Eh

Entry 3:
ORCA calculation (ωB97M-V/def2-TZVPD) on a 5-piece molecular cluster, C61H33F3O11 overall in a non-equilibrium geometry.

Last column: Löwdin charge in e.
Geometry (Å):
O: -1.74 6.37 4.45  0.21
C: -2.59 5.88 3.84  -0.46
C: -4.04 6.28 4.08  0.16
C: -4.73 5.33 3.51  0.00
C: -6.24 5.27 3.53  -0.66
F: -6.79 6.02 2.63  0.21
F: -6.66 5.63 4.73  0.18
F: -6.62 4.01 3.38  0.18
C: -3.82 4.32 2.89  -0.35
O: -4.05 3.27 2.51  0.26
O: -2.51 4.90 2.91  0.13
H: -4.39 7.14 4.63  0.15
C: -9.03 5.01 -1.79  -0.05
C: -8.28 4.97 -0.62  -0.05
C: -7.05 5.61 -0.57  0.00
C: -6.57 6.28 -1.68  -0.08
C: -7.32 6.30 -2.86  -0.08
C: -8.55 5.67 -2.90  0.00
C: -6.79 6.98 -4.08  -0.28
O: -7.44 7.00 -5.10  0.11
C: -5.45 7.62 -4.01  -0.08
C: -4.92 8.20 -5.15  0.00
C: -3.67 8.81 -5.10  -0.05
C: -2.96 8.85 -3.91  -0.06
C: -3.48 8.26 -2.77  0.00
C: -4.72 7.64 -2.82  -0.08
C: -5.26 6.98 -1.60  -0.27
O: -4.63 7.00 -0.55  0.10
H: -10.00 4.52 -1.83  0.11
H: -8.65 4.44 0.25  0.11
H: -6.47 5.58 0.34  0.10
H: -9.14 5.70 -3.81  0.12
H: -5.47 8.18 -6.08  0.12
H: -3.26 9.27 -5.99  0.11
H: -1.99 9.33 -3.87  0.11
H: -2.92 8.28 -1.84  0.12
C: -1.33 1.54 2.16  -0.06
C: -1.21 2.64 1.32  -0.06
C: -1.02 2.46 -0.04  0.01
C: -0.96 1.17 -0.57  -0.08
C: -1.07 0.07 0.28  -0.08
C: -1.27 0.26 1.64  0.00
C: -0.95 -1.31 -0.25  -0.28
O: -1.05 -2.27 0.48  0.10
C: -0.71 -1.49 -1.71  -0.08
C: -0.54 -2.77 -2.22  -0.01
C: -0.32 -2.96 -3.57  -0.06
C: -0.27 -1.86 -4.43  -0.05
C: -0.44 -0.58 -3.93  0.00
C: -0.64 -0.39 -2.57  -0.08
C: -0.78 0.99 -2.03  -0.28
O: -0.74 1.95 -2.78  0.10
H: -1.48 1.69 3.22  0.11
H: -1.25 3.64 1.73  0.09
H: -0.92 3.32 -0.70  0.12
H: -1.36 -0.60 2.30  0.12
H: -0.57 -3.63 -1.56  0.12
H: -0.18 -3.96 -3.97  0.10
H: -0.11 -2.01 -5.49  0.11
H: -0.40 0.27 -4.59  0.12
C: 4.14 -8.51 -6.93  -0.06
C: 5.31 -9.03 -6.39  -0.06
C: 5.73 -8.65 -5.13  0.00
C: 4.98 -7.73 -4.40  -0.08
C: 3.82 -7.19 -4.94  -0.08
C: 3.39 -7.59 -6.20  0.00
C: 3.03 -6.18 -4.19  -0.27
O: 2.01 -5.71 -4.66  0.10
C: 3.52 -5.74 -2.86  -0.08
C: 2.83 -4.75 -2.17  0.00
C: 3.26 -4.35 -0.92  -0.05
C: 4.39 -4.93 -0.35  -0.04
C: 5.09 -5.91 -1.03  0.00
C: 4.66 -6.32 -2.29  -0.08
C: 5.44 -7.35 -3.03  -0.28
O: 6.42 -7.86 -2.54  0.11
H: 3.81 -8.81 -7.91  0.11
H: 5.90 -9.73 -6.97  0.11
H: 6.64 -9.06 -4.71  0.12
H: 2.48 -7.18 -6.62  0.12
H: 1.95 -4.30 -2.61  0.09
H: 2.72 -3.57 -0.39  0.11
H: 4.72 -4.61 0.63  0.10
H: 5.96 -6.36 -0.59  0.12
C: 2.65 -0.33 3.93  -0.05
C: 2.41 0.07 5.24  -0.05
C: 3.05 -0.55 6.29  0.00
C: 3.94 -1.60 6.04  -0.08
C: 4.16 -2.02 4.73  -0.08
C: 3.53 -1.37 3.68  0.00
C: 5.07 -3.16 4.45  -0.27
O: 5.27 -3.52 3.31  0.09
C: 5.72 -3.86 5.59  -0.08
C: 6.52 -4.97 5.35  0.00
C: 7.14 -5.61 6.41  -0.06
C: 6.96 -5.16 7.71  -0.06
C: 6.16 -4.06 7.96  0.00
C: 5.52 -3.41 6.90  -0.08
C: 4.63 -2.25 7.18  -0.28
O: 4.48 -1.85 8.32  0.11
H: 2.15 0.17 3.11  0.10
H: 1.71 0.88 5.44  0.11
H: 2.87 -0.24 7.31  0.12
H: 3.71 -1.69 2.66  0.12
H: 6.66 -5.32 4.34  0.12
H: 7.76 -6.48 6.22  0.11
H: 7.45 -5.66 8.53  0.11
H: 6.02 -3.70 8.97  0.12

Output
- HOMO: -9.67 eV
- Structure (SMILES): O=C1c2ccccc2C(=O)c2ccccc21.O=C1c2ccccc2C(=O)c2ccccc21.O=C1c2ccccc2C(=O)c2ccccc21.O=C1c2ccccc2C(=O)c2ccccc21.O=C1C=C(C(F)(F)F)C(=O)O1
- Largest force on an atom: 3.80 eV/Å
- Orbital gap: 8.52 eV
- E: -3471.68923 Eh

- Which value of largest force on an atom does entry 1 give?
  0.51 eV/Å

- Among the records above, which one has the lowest largest force on an atom?
  C23H13Cl5CoN5S2

- Which value of E does entry 3 give?
  -3471.68923 Eh